# 1
The following is a quantum chemistry calculation of the molecule C4H10NO2, from the Open Molecules 2025 dataset.

Its charge is 0. Its HOMO energy (alpha / beta) is -3.69 / -11.01 eV. The total energy is -363.524220 Eh. The multiplicity is 2. The value obtained for the gap between HOMO and LUMO (alpha / beta) is 4.5 / 11.5 eV. The value obtained for the energy relative to the best compared isomer or geometry (same formula, charge and spin) is 168.3 kJ/mol.

Cartesian coordinates (Å):
1 O 1.834 -1.941 -0.148
2 C 1.604 -0.760 -0.161
3 O 2.556 0.127 -0.643
4 C 0.412 0.010 0.306
5 C -0.894 -0.698 -0.212
6 C -2.103 -0.236 0.619
7 N 0.508 1.411 -0.232
8 H 3.332 -0.344 -1.026
9 H 0.238 0.015 1.392
10 H -0.705 -1.800 -0.202
11 H -1.050 -0.447 -1.242
12 H -2.120 0.709 1.134
13 H -2.122 -0.923 1.490
14 H -3.010 -0.262 0.001
15 H 1.395 1.894 -0.065
16 H -0.262 1.965 0.259
17 H 0.389 1.281 -1.271

# 2
The following is a quantum chemistry calculation of a cluster of 2 separate species, C4H6N2O in total, from the Open Molecules 2025 dataset.

Its charge is 0. Its HOMO energy (alpha / beta) is -9.42 / -8.63 eV. The total energy is -340.581432 Eh. The value obtained for the gap between HOMO and LUMO (alpha / beta) is 8.2 / 6.8 eV. The value obtained for the energy relative to the best compared isomer or geometry (same formula, charge and spin) is 560.5 kJ/mol.

Cartesian coordinates (Å):
1 C -0.727 0.274 2.542
2 C 0.313 -0.553 0.151
3 C 0.303 0.240 -1.150
4 C -0.734 0.118 -2.033
5 N -1.650 0.968 2.521
6 N 0.175 -0.665 2.391
7 O 1.522 0.697 -1.382
8 H -0.602 -1.207 0.405
9 H 1.271 -0.946 0.252
10 H -1.738 -0.390 -1.783
11 H -0.474 0.527 -2.997
12 H 0.998 -0.591 2.917
13 H 1.342 1.526 -1.834

# 3
The following is a quantum chemistry calculation of a cluster of 3 separate species, C6H18NO in total, from the Open Molecules 2025 dataset.

Its charge is +1. Its HOMO energy is -14.11 eV. The total energy is -369.055183 Eh. The value obtained for the gap between HOMO and LUMO is 7.1 eV. The value obtained for the energy relative to the best compared isomer or geometry (same formula, charge and spin) is 321.1 kJ/mol.

Cartesian coordinates (Å):
1 C 0.537 1.295 -0.139
2 C -0.434 0.210 -0.279
3 C -0.188 -1.002 0.415
4 C 1.001 -1.796 -0.280
5 C 0.922 -2.075 -1.764
6 C -0.070 -3.166 -2.138
7 N -1.943 2.105 1.465
8 H 1.454 0.973 -0.664
9 H 0.161 2.225 -0.550
10 H 0.769 1.467 0.915
11 H -0.838 0.134 -1.300
12 H 0.067 -0.813 1.458
13 H -1.013 -1.719 0.449
14 H 1.144 -2.687 0.315
15 H 1.884 -1.181 -0.098
16 H 0.745 -1.149 -2.322
17 H 1.938 -2.357 -2.037
18 H -0.812 -3.318 -1.347
19 H 0.427 -4.127 -2.273
20 H -0.612 -2.942 -3.053
21 H -2.296 1.425 2.139
22 H -1.678 1.563 0.653
23 H -2.723 2.651 1.136
24 H -0.281 3.090 1.893
25 H 0.598 4.250 2.465
26 O 0.603 3.328 2.198

# 4
The following is a quantum chemistry calculation of a cluster of 2 separate species, C5H12O in total, from the Open Molecules 2025 dataset.

Its charge is 0. Its HOMO energy (alpha / beta) is -6.75 / -6.55 eV. The total energy is -272.799855 Eh. The value obtained for the gap between HOMO and LUMO (alpha / beta) is 7.9 / 7.7 eV. The value obtained for the energy relative to the best compared isomer or geometry (same formula, charge and spin) is 390.7 kJ/mol.

Cartesian coordinates (Å):
1 C -2.135 -1.603 -0.537
2 C -1.066 -0.887 0.217
3 O -0.360 -0.018 -0.481
4 C 0.597 0.756 -0.060
5 C 1.226 1.633 -1.091
6 C 0.751 0.952 1.402
7 H -1.814 -1.780 -1.569
8 H -3.092 -1.058 -0.575
9 H -2.342 -2.578 -0.081
10 H -1.093 -0.764 1.294
11 H 1.109 -1.852 0.182
12 H 1.695 -1.404 0.001
13 H 2.316 1.671 -0.968
14 H 0.862 2.671 -1.036
15 H 1.007 1.252 -2.091
16 H 0.966 0.009 1.926
17 H -0.183 1.342 1.844
18 H 1.555 1.659 1.621

# 5
The following is a quantum chemistry calculation of the molecule C17H35ClN3O3P, from the Open Molecules 2025 dataset.

Its charge is 0. The SMILES is C#C[C@@](CCCN)(CO[C@@H](CCCCCCCOC)P(O)Cl)NCN. Its HOMO energy is -8.90 eV. The total energy is -1860.192722 Eh. The value obtained for the gap between HOMO and LUMO is 9.5 eV.

Cartesian coordinates (Å):
1 C 0.289 -0.845 -4.924
2 C 0.050 -0.449 -3.834
3 C -0.238 -0.021 -2.459
4 C 0.062 1.500 -2.346
5 C 1.520 1.900 -2.574
6 C 2.385 1.941 -1.316
7 N 1.695 2.575 -0.179
8 C -1.779 -0.244 -2.234
9 O -2.494 0.913 -1.837
10 C -3.232 0.834 -0.638
11 C -2.436 1.246 0.602
12 C -1.455 0.167 1.122
13 C -1.471 -0.006 2.649
14 C -0.421 0.820 3.386
15 C 1.061 0.599 2.990
16 C 1.453 -0.768 2.435
17 C 1.139 -1.950 3.364
18 O 2.183 -2.919 3.346
19 C 2.103 -3.795 2.250
20 P -4.673 1.980 -1.002
21 O -5.659 1.336 0.140
22 Cl -4.058 3.736 -0.046
23 N 0.540 -0.768 -1.435
24 C 1.460 -1.801 -1.899
25 N 2.668 -1.240 -2.498
26 H 0.461 -1.243 -5.903
27 H -0.255 1.846 -1.369
28 H -0.544 1.988 -3.108
29 H 1.520 2.907 -2.995
30 H 2.017 1.258 -3.302
31 H 2.756 0.956 -1.037
32 H 3.266 2.546 -1.541
33 H 1.164 1.865 0.308
34 H 2.356 2.976 0.470
35 H -2.214 -0.577 -3.178
36 H -1.931 -1.065 -1.529
37 H -3.666 -0.161 -0.481
38 H -1.856 2.116 0.295
39 H -3.116 1.561 1.392
40 H -1.746 -0.795 0.688
41 H -0.464 0.412 0.750
42 H -2.448 0.343 2.995
43 H -1.437 -1.058 2.930
44 H -0.658 1.867 3.176
45 H -0.540 0.714 4.465
46 H 1.367 1.381 2.297
47 H 1.662 0.752 3.889
48 H 1.038 -0.960 1.447
49 H 2.538 -0.770 2.311
50 H 0.228 -2.451 3.022
51 H 0.987 -1.635 4.395
52 H 1.473 -4.663 2.471
53 H 3.106 -4.157 2.026
54 H 1.719 -3.314 1.346
55 H -6.504 1.797 0.074
56 H -0.119 -1.243 -0.832
57 H 1.724 -2.380 -1.005
58 H 1.007 -2.513 -2.593
59 H 3.378 -1.120 -1.786
60 H 3.042 -1.916 -3.153

# 6
The following is a quantum chemistry calculation of a cluster of 14 separate species, C42H110N2O26 in total, from the Open Molecules 2025 dataset.

Its charge is 0. Its HOMO energy is -8.21 eV. The total energy is -3731.454578 Eh. The value obtained for the gap between HOMO and LUMO is 8.5 eV. The value obtained for the energy relative to the best compared isomer or geometry (same formula, charge and spin) is 815.9 kJ/mol.

Cartesian coordinates (Å):
1 C 12.976 11.379 30.685
2 C 13.195 10.258 29.598
3 C 12.865 8.896 30.108
4 C 12.704 7.764 29.109
5 C 11.716 8.160 28.086
6 C 11.999 9.514 27.396
7 N 12.393 10.513 28.394
8 O 12.567 11.745 27.809
9 C 13.116 9.368 26.390
10 C 10.720 9.832 26.635
11 C 14.762 10.290 29.413
12 H 11.941 11.297 31.015
13 H 13.221 12.368 30.297
14 H 13.616 11.134 31.533
15 H 13.612 8.574 30.834
16 H 12.061 8.899 30.844
17 H 12.212 6.962 29.659
18 H 13.666 7.548 28.644
19 H 10.732 8.096 28.550
20 H 11.940 7.378 27.361
21 H 13.528 10.342 26.129
22 H 13.973 8.839 26.808
23 H 12.780 8.874 25.478
24 H 10.448 9.060 25.915
25 H 9.889 10.106 27.285
26 H 10.772 10.672 25.942
27 H 15.166 11.195 28.959
28 H 14.957 9.502 28.687
29 H 15.387 9.876 30.204
30 H 11.899 12.380 28.080
31 C 12.716 3.221 24.756
32 C 13.722 4.417 24.625
33 C 14.244 4.544 26.086
34 C 15.415 5.497 26.254
35 C 16.626 5.004 25.347
36 C 16.286 4.631 23.876
37 N 14.879 4.098 23.789
38 O 14.518 3.889 22.450
39 C 16.498 5.915 23.039
40 C 17.264 3.475 23.423
41 C 12.990 5.769 24.294
42 H 12.562 2.781 23.771
43 H 11.784 3.442 25.277
44 H 13.219 2.375 25.224
45 H 13.427 4.983 26.660
46 H 14.427 3.597 26.593
47 H 15.665 5.265 27.289
48 H 15.090 6.530 26.133
49 H 17.088 4.221 25.949
50 H 17.239 5.894 25.485
51 H 15.896 6.770 23.348
52 H 17.544 6.176 22.880
53 H 16.255 5.630 22.015
54 H 18.304 3.795 23.473
55 H 17.238 2.636 24.119
56 H 17.162 2.922 22.489
57 H 12.222 6.107 24.989
58 H 12.308 5.646 23.452
59 H 13.693 6.560 24.034
60 H 14.378 4.723 21.996
61 C 16.131 0.090 23.026
62 C 16.503 0.001 21.550
63 O 15.503 -0.915 20.904
64 O 14.747 0.625 23.290
65 H 16.709 0.694 23.726
66 H 16.118 -0.939 23.385
67 H 17.455 -0.516 21.429
68 H 16.469 0.916 20.959
69 H 14.618 -0.769 21.247
70 H 14.873 1.404 23.838
71 C 20.387 3.000 25.201
72 C 20.258 1.422 25.392
73 O 19.929 0.980 26.671
74 O 21.462 3.387 26.006
75 H 19.493 3.530 25.529
76 H 20.471 3.271 24.148
77 H 21.175 0.888 25.144
78 H 19.447 1.131 24.725
79 H 19.426 0.169 26.566
80 H 21.249 2.979 26.848
81 C 20.493 6.843 22.731
82 C 21.979 7.242 22.958
83 O 22.587 6.300 23.915
84 O 19.902 6.857 24.038
85 H 20.509 5.870 22.240
86 H 19.867 7.565 22.208
87 H 21.880 8.260 23.334
88 H 22.414 7.105 21.968
89 H 21.998 5.866 24.537
90 H 19.033 7.212 24.241
91 C 12.403 2.590 19.397
92 C 13.110 1.453 20.124
93 O 12.071 0.532 20.626
94 O 11.565 2.136 18.355
95 H 13.070 3.413 19.140
96 H 11.815 3.021 20.208
97 H 13.619 1.966 20.940
98 H 13.784 0.936 19.442
99 H 12.401 -0.345 20.833
100 H 10.940 1.601 18.849
101 C 12.672 12.059 22.264
102 C 13.314 10.628 22.150
103 O 13.867 10.140 23.289
104 O 13.706 12.856 22.847
105 H 11.866 11.884 22.977
106 H 12.324 12.215 21.243
107 H 14.199 10.632 21.513
108 H 12.562 9.907 21.830
109 H 14.344 9.321 23.135
110 H 14.146 12.287 23.482
111 C 19.570 10.268 20.692
112 C 18.169 9.694 21.010
113 O 17.491 9.294 19.791
114 O 20.293 9.206 20.075
115 H 20.144 10.650 21.536
116 H 19.358 11.111 20.034
117 H 17.603 10.399 21.619
118 H 18.150 8.754 21.562
119 H 18.104 9.340 19.053
120 H 21.195 9.486 20.244
121 C 13.982 7.785 19.902
122 C 12.885 7.187 20.701
123 O 12.072 6.369 19.771
124 O 14.731 6.849 19.088
125 H 14.551 8.266 20.698
126 H 13.564 8.518 19.212
127 H 12.372 7.919 21.326
128 H 13.312 6.505 21.437
129 H 12.217 6.599 18.851
130 H 15.185 7.201 18.319
131 C 17.711 9.898 24.748
132 C 17.986 9.835 26.359
133 O 18.343 8.496 26.616
134 O 16.730 9.080 24.181
135 H 18.710 9.772 24.331
136 H 17.530 10.905 24.371
137 H 17.015 10.031 26.815
138 H 18.709 10.531 26.784
139 H 18.860 8.552 27.423
140 H 16.565 8.474 24.907
141 C 8.825 0.741 23.557
142 C 8.917 2.326 23.574
143 O 9.411 2.818 22.302
144 O 10.035 0.247 23.104
145 H 7.950 0.357 23.034
146 H 8.642 0.406 24.577
147 H 9.503 2.674 24.425
148 H 7.920 2.732 23.748
149 H 9.222 3.757 22.229
150 H 10.245 0.853 22.390
151 C 16.887 1.309 30.199
152 C 16.435 1.718 28.747
153 O 15.010 1.723 28.582
154 O 18.222 1.689 30.380
155 H 16.716 0.253 30.407
156 H 16.333 1.783 31.010
157 H 16.889 1.175 27.918
158 H 16.593 2.795 28.685
159 H 14.601 0.962 29.000
160 H 18.530 1.104 31.076
161 C 19.185 5.759 19.141
162 C 17.789 6.199 18.522
163 O 17.135 5.122 17.787
164 O 20.183 5.926 18.234
165 H 19.051 4.783 19.608
166 H 19.325 6.397 20.014
167 H 18.029 7.107 17.969
168 H 17.099 6.501 19.311
169 H 16.288 4.781 18.084
170 H 20.081 5.403 17.435
171 C 12.658 -0.983 27.111
172 C 13.095 -1.227 28.556
173 O 14.529 -1.193 28.799
174 O 13.055 -2.155 26.306
175 H 13.194 -0.108 26.745
176 H 11.582 -0.814 27.052
177 H 12.776 -2.229 28.843
178 H 12.502 -0.510 29.123
179 H 14.958 -1.743 28.139
180 H 12.922 -1.879 25.396

# 7
The following is a quantum chemistry calculation of a cluster of 9 separate species, C28H60BBrClNO11S8 in total, from the Open Molecules 2025 dataset.

Its charge is 0. Its HOMO energy is -8.04 eV. The total energy is -8229.685665 Eh. The value obtained for the gap between HOMO and LUMO is 8.4 eV. The value obtained for the energy relative to the best compared isomer or geometry (same formula, charge and spin) is 0.0 kJ/mol.

Cartesian coordinates (Å):
1 C -1.091 -1.011 -0.782
2 B -0.993 0.481 -0.326
3 O 0.086 0.908 0.410
4 N -2.014 1.505 -0.642
5 C -1.240 2.721 -0.936
6 O -1.164 3.686 -0.256
7 C -0.697 2.457 -2.316
8 C 0.432 2.913 -2.962
9 C 0.661 2.423 -4.251
10 Br 2.264 3.044 -5.082
11 C -0.212 1.545 -4.897
12 C 0.069 1.013 -6.288
13 C -0.198 -0.485 -6.480
14 C -1.629 -0.858 -6.865
15 Cl 0.376 -1.454 -5.075
16 C -1.372 1.130 -4.218
17 C -1.580 1.583 -2.933
18 C -2.669 1.299 -1.920
19 O -3.819 1.069 -2.082
20 H -0.553 -1.654 -0.097
21 H -0.577 -1.125 -1.743
22 H -2.101 -1.390 -0.936
23 H -0.176 0.969 1.373
24 H 1.099 3.611 -2.482
25 H -0.505 1.563 -7.022
26 H 1.121 1.163 -6.486
27 H 0.445 -0.796 -7.294
28 H -1.646 -1.634 -7.622
29 H -2.201 -1.236 -6.021
30 H -2.145 0.032 -7.217
31 H -2.073 0.446 -4.666
32 C 1.672 1.175 3.382
33 S 0.003 1.271 4.042
34 O -0.906 0.634 3.034
35 C -0.177 3.047 3.852
36 H 1.966 0.127 3.364
37 H 1.687 1.579 2.367
38 H 2.349 1.734 4.028
39 H -0.040 3.321 2.805
40 H 0.559 3.548 4.480
41 H -1.179 3.318 4.175
42 C 2.705 -4.945 -0.531
43 S 1.007 -4.771 0.029
44 O 0.214 -4.289 -1.141
45 C 1.249 -3.341 1.063
46 H 2.742 -5.769 -1.240
47 H 3.025 -4.022 -1.016
48 H 3.344 -5.166 0.324
49 H 1.658 -2.526 0.467
50 H 1.919 -3.573 1.891
51 H 0.272 -3.068 1.457
52 C 0.951 3.042 -11.213
53 S -0.219 2.862 -9.863
54 O 0.069 1.556 -9.210
55 C -1.670 2.622 -10.895
56 H 1.942 3.161 -10.782
57 H 0.925 2.151 -11.840
58 H 0.696 3.928 -11.795
59 H -1.519 1.760 -11.544
60 H -1.844 3.521 -11.487
61 H -2.521 2.446 -10.241
62 C 1.440 -1.832 7.677
63 S 0.027 -0.751 7.462
64 O 0.553 0.622 7.227
65 C -0.522 -0.814 9.174
66 H 1.961 -1.904 6.726
67 H 2.106 -1.415 8.433
68 H 1.103 -2.823 7.971
69 H 0.278 -0.466 9.828
70 H -0.802 -1.837 9.425
71 H -1.388 -0.163 9.274
72 C -1.889 6.694 0.107
73 S -2.365 8.096 -0.906
74 O -1.787 9.313 -0.278
75 C -4.109 8.054 -0.472
76 H -0.814 6.560 0.018
77 H -2.152 6.889 1.147
78 H -2.393 5.798 -0.251
79 H -4.219 8.158 0.607
80 H -4.544 7.114 -0.811
81 H -4.599 8.886 -0.973
82 C 3.210 -7.246 7.673
83 S 1.765 -6.199 7.462
84 O 2.261 -4.817 7.230
85 C 1.224 -6.283 9.175
86 H 3.728 -7.294 6.717
87 H 3.868 -6.815 8.428
88 H 2.893 -8.246 7.967
89 H 2.017 -5.917 9.828
90 H 0.967 -7.312 9.424
91 H 0.342 -5.653 9.278
92 C 4.580 1.271 0.723
93 S 3.120 0.504 0.001
94 O 3.151 -0.935 0.373
95 C 3.691 0.635 -1.699
96 H 4.465 1.259 1.805
97 H 5.470 0.708 0.441
98 H 4.654 2.301 0.375
99 H 4.646 0.120 -1.807
100 H 3.792 1.688 -1.965
101 H 2.945 0.168 -2.340
102 C -3.383 -4.368 0.915
103 S -2.665 -2.998 1.826
104 O -1.605 -3.560 2.706
105 C -4.104 -2.685 2.857
106 H -2.623 -4.745 0.231
107 H -3.682 -5.153 1.610
108 H -4.242 -4.012 0.346
109 H -4.354 -3.584 3.420
110 H -4.940 -2.384 2.226
111 H -3.854 -1.877 3.542

# 8
The following is a quantum chemistry calculation of the molecule C3H2ClFO2, from the Open Molecules 2025 dataset.

Its charge is 0. The SMILES is O=CC(=O)[C@@H](F)Cl. Its HOMO energy is -10.24 eV. The total energy is -826.012492 Eh. The value obtained for the gap between HOMO and LUMO is 9.3 eV. The value obtained for the energy relative to the best compared isomer or geometry (same formula, charge and spin) is 72.5 kJ/mol.

Cartesian coordinates (Å):
1 O -2.340 -0.510 -0.749
2 C -1.185 -0.676 -0.477
3 C -0.416 0.570 0.080
4 O -0.885 1.656 0.122
5 C 1.044 0.291 0.443
6 F 1.073 -0.845 1.169
7 Cl 2.012 0.095 -1.029
8 H -0.729 -1.680 -0.628
9 H 1.426 1.100 1.070

> What is the formula in the fifth record?

C17H35ClN3O3P

> Which of these has the highest charge?

C6H18NO

> Among the records above, which one has the lowest total energy?

C28H60BBrClNO11S8